## P
Molecular formula: C8H8N2O2
Method: DFT, the ωB97M-V functional and the def2-TZVPD basis

## Properties
Orbital gap (alpha / beta)   7.25 / 6.44 eV

Geometry as XYZ:
```
20
Properties=species:S:1:pos:R:3:mulliken_charge:R:1
C -1.31 -0.97 -1.50 -0.68
C -0.47 0.05 -1.10 -0.33
C -1.26 -2.21 -0.88 -0.60
C -0.33 -2.46 0.10 0.87
C 0.49 -0.13 -0.11 0.15
C 0.71 -1.48 0.46 0.41
C 1.14 2.10 0.50 0.73
C -0.13 2.73 0.99 -0.98
N 1.34 0.89 0.19 -0.52
N 1.70 -1.87 1.13 -0.69
O -0.26 -3.63 0.76 -0.48
O 2.19 2.93 0.50 -0.50
H -2.03 -0.79 -2.29 0.37
H -0.53 1.01 -1.58 0.42
H -1.97 -2.99 -1.15 0.26
H -0.90 2.66 0.23 0.31
H 0.06 3.76 1.24 0.31
H -0.48 2.19 1.87 0.28
H -0.93 -4.25 0.43 0.31
H 2.99 2.46 0.23 0.37
```

=====

## Q
Molecular formula: C8H8N2O2
Method: DFT, the ωB97M-V functional and the def2-TZVPD basis

## Properties
Orbital gap   9.72 eV
SMILES   O=[N+]([O-])c1ccccc1.CC#N

Geometry as XYZ:
```
20
Properties=species:S:1:pos:R:3:mulliken_charge:R:1
C 2.05 -3.41 0.99 -0.80
C 1.62 -3.30 -0.35 0.39
N 1.31 -3.21 -1.47 -0.40
H 1.93 -4.41 1.40 0.32
H 1.42 -2.74 1.58 0.27
H 3.12 -3.21 1.07 0.26
C 1.05 1.62 -0.53 -0.42
C 0.24 2.73 -0.59 -0.65
C -1.11 2.55 -0.45 -0.10
C -1.69 1.38 -0.11 -0.03
C -0.87 0.28 0.10 -0.07
C 0.52 0.36 -0.11 -0.24
N -3.07 1.33 0.10 0.87
O -3.74 2.26 0.44 -0.56
O -3.64 0.26 -0.18 -0.54
H 2.13 1.62 -0.60 0.36
H 0.67 3.70 -0.80 0.37
H -1.68 3.46 -0.57 0.36
H -1.32 -0.68 0.29 0.39
H 1.05 -0.58 -0.20 0.21
```

=====

Among the structures above, stability is smallest for Q.